# 1
{
  "formula": "C23H36N6O5PSY",
  "method": "ωB97M-V with the def2-TZVPD basis set",
  "total_charge": 2,
  "relative_energy_ev": 0.5514,
  "largest_force_ev_per_a": 0.3,
  "homo_lumo_gap_ev": 7.70,
  "homo_energy_ev": -12.86,
  "symbols": ["Y", "C", "C", "N", "C", "C", "S", "C", "C", "N", "H", "H", "H", "H", "H", "H", "H", "H", "H", "H", "H", "H", "H", "H", "C", "O", "C", "C", "C", "C", "C", "C", "N", "N", "C", "O", "C", "C", "C", "C", "C", "C", "C", "O", "H", "H", "H", "H", "H", "H", "H", "H", "H", "H", "H", "H", "N", "C", "P", "O", "O", "C", "N", "H", "H", "H", "H", "H", "H", "H", "H", "H", "H"],
  "positions_angstrom": [[0.6087, 0.2656, 0.3358], [0.3676, -3.1626, 0.3550], [1.6887, -2.7942, -0.3160], [2.3116, -1.5671, 0.2414], [3.1554, -1.7682, 1.4282], [2.3750, -2.1448, 2.6805], [0.9737, -1.0243, 3.0427], [-0.4676, -2.1402, 3.0885], [-1.3164, -2.0949, 1.8158], [-0.5066, -1.9880, 0.5914], [-0.1417, -3.8980, -0.2719], [0.5438, -3.6568, 1.3072], [2.3717, -3.6463, -0.2345], [1.5303, -2.6079, -1.3773], [2.9192, -1.2112, -0.4935], [3.8973, -2.5559, 1.2562], [3.6987, -0.8374, 1.5942], [1.9825, -3.1569, 2.6233], [3.0468, -2.1237, 3.5378], [-0.0881, -3.1366, 3.3070], [-1.0749, -1.8444, 3.9418], [-1.9576, -2.9825, 1.8050], [-1.9748, -1.2238, 1.8447], [-1.1543, -1.9244, -0.1936], [1.8540, -1.1491, -4.4439], [1.2263, -2.0951, -3.5722], [-0.1078, -1.8576, -3.3575], [-1.0579, -2.5710, -4.0596], [-2.4208, -2.3780, -3.8339], [-2.8194, -1.4600, -2.8902], [-1.8734, -0.7518, -2.1301], [-2.3566, 0.2588, -1.2082], [-1.6810, 0.7182, -0.2192], [-2.2342, 1.8618, 0.3892], [-1.3982, 2.8225, 0.3820], [-0.1625, 2.6586, -0.1776], [-1.7396, 4.1463, 0.9342], [-2.4267, 4.2421, 2.1388], [-2.7611, 5.4894, 2.6424], [-2.4223, 6.6394, 1.9418], [-1.7537, 6.5445, 0.7279], [-1.4103, 5.2994, 0.2233], [-0.4862, -0.9302, -2.3680], [0.4339, -0.2586, -1.6965], [2.9162, -1.3783, -4.4388], [1.6945, -0.1299, -4.0860], [1.4641, -1.2467, -5.4580], [-0.7162, -3.2849, -4.7988], [-3.1508, -2.9333, -4.4046], [-3.8738, -1.2779, -2.7210], [-3.3408, 0.6889, -1.3961], [-2.6989, 3.3376, 2.6662], [-3.2981, 5.5661, 3.5782], [-2.6953, 7.6101, 2.3331], [-1.5204, 7.4378, 0.1642], [-0.9232, 5.2244, -0.7425], [1.7001, 4.5121, 0.6379], [2.4874, 4.0410, 1.7876], [2.0482, 2.3200, 2.1432], [0.5891, 2.1183, 2.4894], [2.5233, 1.4133, 1.0244], [2.9052, 1.8789, 3.7371], [1.8190, 1.7727, 4.7759], [2.3049, 4.8152, -0.1159], [1.1220, 5.3031, 0.8998], [0.4580, 3.4106, 0.0716], [2.3093, 4.6522, 2.6756], [3.5604, 4.0733, 1.5854], [3.6670, 2.5817, 4.0663], [3.3646, 0.9000, 3.6201], [1.8889, 0.9224, 5.3339], [0.9251, 1.7575, 4.2238], [1.8050, 2.5722, 5.4088]],
  "mulliken_charge": [1.10, -0.84, -0.70, 0.00, -0.96, -0.84, 0.10, -0.96, -0.69, 0.01, 0.49, 0.41, 0.58, 0.02, 0.33, 0.43, 0.35, 0.42, 0.64, 0.47, 0.53, 0.43, 0.37, 0.10, -0.75, -0.47, 0.10, -0.36, -0.88, -0.89, 0.59, -1.00, 0.92, -1.10, 0.70, -0.57, 0.72, -0.57, -0.71, -0.47, -0.62, -0.37, 1.50, -1.06, 0.28, 0.24, 0.32, 0.51, 0.43, 0.49, 0.49, 0.46, 0.42, 0.43, 0.45, 0.54, -0.65, -0.79, 1.48, -1.01, -0.90, -0.94, -0.14, 0.24, 0.29, 0.19, 0.44, 0.48, 0.52, 0.22, 0.37, 0.22, 0.39]
}

# 2
{
  "formula": "C23H36P2V",
  "method": "ωB97M-V with the def2-TZVPD basis set",
  "total_charge": 2,
  "s_squared": 1.230,
  "relative_energy_ev": 0.0000,
  "multiplicity": 2,
  "largest_force_ev_per_a": 4.4,
  "homo_lumo_gap_ev": [6.12, 6.83],
  "homo_energy_ev": [-13.32, -12.92],
  "symbols": ["P", "P", "C", "C", "H", "H", "H", "H", "C", "H", "H", "H", "C", "H", "H", "H", "C", "H", "H", "H", "C", "H", "H", "H", "V", "C", "C", "C", "C", "C", "C", "C", "C", "C", "H", "H", "H", "H", "H", "H", "H", "H", "H", "H", "H", "H", "H", "H", "H", "C", "C", "C", "C", "C", "C", "C", "C", "H", "H", "H", "H", "H"],
  "positions_angstrom": [[0.0610, -1.5701, -3.4804], [-0.5302, 1.3818, -5.0077], [-0.5046, -1.4165, -5.2481], [-0.2087, -0.1157, -5.9628], [-1.5799, -1.6373, -5.2616], [-0.0032, -2.2261, -5.7876], [0.8412, -0.0735, -6.2860], [-0.8084, -0.0387, -6.8822], [-1.7895, 2.3349, -5.9176], [-1.9571, 3.3111, -5.4419], [-2.7407, 1.7893, -5.9688], [-1.4205, 2.5077, -6.9394], [0.9284, 2.4343, -5.2723], [0.9213, 2.7810, -6.3189], [1.8656, 1.8882, -5.1093], [0.9116, 3.3187, -4.6248], [-0.7188, -3.3104, -3.3905], [-0.3931, -3.9145, -2.4927], [-0.5100, -3.8834, -4.3075], [-1.7958, -3.1383, -3.2369], [1.8450, -1.9729, -3.8351], [2.4385, -1.0539, -3.8876], [1.9492, -2.5226, -4.7807], [2.3607, -2.5736, -3.0348], [1.0279, -3.0765, -2.1301], [0.5827, 3.5257, -2.2476], [-0.5615, 4.1180, -2.6219], [-1.9698, 3.6150, -2.5286], [-2.2649, 2.1171, -2.5340], [-1.4485, 1.1159, -3.4491], [-0.4653, 0.3723, -2.6172], [0.8704, 0.9996, -2.3244], [0.7675, 2.2590, -1.4582], [2.8142, -3.8381, -1.1375], [1.5239, 4.0537, -2.4758], [-0.5248, 5.1700, -2.9266], [-2.5596, 4.0848, -3.3297], [-2.4077, 4.0048, -1.5924], [-2.2440, 1.7292, -1.5099], [-3.3179, 1.9943, -2.8135], [-2.2391, 0.4055, -3.7599], [-0.9011, -0.0152, -1.6922], [1.4184, 1.2338, -3.2522], [1.4814, 0.2555, -1.7885], [-0.0291, 2.1245, -0.7141], [1.7145, 2.3389, -0.9065], [3.2368, -2.9331, -0.6640], [3.5767, -4.2881, -1.7962], [2.5598, -4.5635, -0.3399], [0.2667, -1.9710, -0.8099], [-0.1422, -1.2650, 0.1474], [-0.3710, -0.5090, 1.3036], [-1.5897, 0.1903, 1.5386], [-1.7069, 1.0027, 2.6576], [-0.6391, 1.1558, 3.5548], [0.5603, 0.4585, 3.3306], [0.6990, -0.3712, 2.2226], [-2.4204, 0.0768, 0.8289], [-2.6446, 1.5264, 2.8517], [-0.7354, 1.8085, 4.4219], [1.3873, 0.5609, 4.0288], [1.6323, -0.9120, 2.0402]],
  "mulliken_charge": [1.16, 1.22, -1.45, -1.19, 0.54, 0.69, 0.53, 0.53, -1.50, 0.39, 0.41, 0.55, -1.50, 0.47, 0.54, 0.33, -0.87, 0.35, 0.45, 0.55, -0.72, 0.42, 0.54, 0.10, -1.06, -0.71, -0.42, -0.76, -1.44, 0.96, -1.28, -0.32, -0.81, -1.29, 0.40, 0.37, 0.47, 0.45, 0.28, 0.53, 0.73, 0.68, -0.21, 0.72, 0.26, 0.55, 0.34, 0.39, 0.34, -0.44, 0.87, 0.08, -0.28, -0.62, -0.43, -0.59, -0.43, 0.45, 0.40, 0.42, 0.42, 0.46]
}

# 3
{
  "formula": "C23H37BClFN4O12PS3",
  "method": "ωB97M-V with the def2-TZVPD basis set",
  "total_charge": 1,
  "relative_energy_ev": 23.4039,
  "largest_force_ev_per_a": 10.4,
  "homo_lumo_gap_ev": 5.33,
  "homo_energy_ev": -10.84,
  "symbols": ["N", "P", "C", "C", "C", "O", "F", "C", "C", "C", "C", "C", "S", "O", "O", "Cl", "N", "C", "B", "O", "O", "C", "C", "S", "O", "O", "C", "C", "C", "C", "O", "N", "C", "C", "C", "C", "C", "C", "C", "S", "O", "O", "H", "H", "H", "H", "H", "H", "H", "H", "H", "H", "H", "H", "H", "H", "H", "H", "H", "H", "H", "H", "H", "H", "H", "H", "H", "H", "H", "H", "H", "H", "H", "H", "H", "H", "C", "N", "O", "O", "H", "H", "H"],
  "positions_angstrom": [[-4.6592, -0.2519, -1.0871], [-3.2581, 0.0041, -0.2518], [-2.3998, -1.7361, -0.0746], [-3.0178, -2.7915, 1.0278], [-4.2401, -2.1254, 1.9569], [-5.4589, -1.8091, 1.4428], [-4.1023, -1.8809, 3.4329], [-0.9837, -1.3048, 0.6310], [-0.9433, -0.8082, 2.1902], [-0.1931, 0.6856, 2.2584], [1.3287, 0.6803, 1.6522], [1.9376, 2.2126, 1.3746], [3.2137, 2.7425, 2.6536], [3.9596, 1.5396, 3.3113], [4.3527, 3.6473, 2.0399], [2.1664, 3.8602, 4.1096], [-0.1284, -2.5181, 0.2079], [1.0989, -2.9396, 1.0433], [0.8309, -4.2835, 1.9599], [-0.1054, -5.3576, 1.5264], [1.5465, -4.3922, 3.2494], [-0.4670, -3.1880, -0.9776], [0.3674, -4.4601, -1.6289], [0.9100, -4.0797, -3.4225], [1.3716, -5.4787, -3.9903], [2.1655, -3.1726, -3.4790], [-1.7678, -2.3501, -1.4967], [-1.3414, -1.3109, -2.6863], [0.1213, -0.6091, -2.5581], [-0.0899, 1.0331, -2.7961], [-0.1266, 1.8658, -1.7209], [-0.1987, 1.6927, -4.1530], [0.3606, 3.1118, -3.9216], [-0.5591, 4.4391, -3.6374], [0.2449, 5.8798, -3.3628], [1.9151, 5.9669, -3.3683], [2.8497, 4.6381, -3.6649], [2.0186, 3.2201, -3.9343], [-3.0813, -3.0774, -2.1321], [-3.0294, -4.9360, -2.2787], [-2.1353, -5.3918, -3.4977], [-2.7289, -5.7081, -0.9729], [-5.4612, 0.0810, -0.5075], [-2.4562, 0.8541, -1.1183], [-3.5580, 0.6144, 1.0190], [-2.1916, -3.2587, 1.7522], [-3.5379, -3.7451, 0.5313], [-0.7531, -0.2790, 0.0641], [-0.3772, -1.5156, 2.9303], [-2.0123, -0.6161, 2.6723], [-0.8080, 1.5158, 1.6980], [-0.1196, 1.0495, 3.3912], [2.0412, 0.0436, 2.3643], [1.4039, 0.1378, 0.5915], [1.0824, 3.0116, 1.2144], [2.5230, 2.1707, 0.3350], [1.4798, -2.1010, 1.7627], [1.9656, -3.0852, 0.2349], [-0.7453, -5.5303, 2.3042], [1.7142, -3.4486, 3.6039], [-0.2461, -5.4527, -1.7040], [1.3645, -4.7200, -1.0710], [-0.1537, -3.6730, -4.2430], [-1.3245, -1.9113, -3.7189], [-2.1295, -0.4337, -2.8730], [0.6649, -0.7066, -1.5323], [0.7923, -0.9535, -3.4828], [0.4947, 1.2853, -4.8479], [-1.7335, 4.3835, -3.6003], [-0.3043, 6.8923, -3.1285], [2.5022, 6.9797, -3.1403], [4.0272, 4.6246, -3.6583], [2.6498, 2.2291, -4.1203], [-3.3013, -2.6670, -3.2326], [-4.0841, -2.8180, -1.5362], [-4.3524, -5.3361, -2.6597], [3.9091, 5.8724, 6.6488], [3.8520, 7.1775, 7.3608], [2.7341, 7.6718, 7.5480], [4.9310, 7.6691, 7.7117], [2.8924, 5.5603, 6.4009], [4.4998, 6.0175, 5.7419], [4.3812, 5.1516, 7.3194]],
  "mulliken_charge": [-0.75, 0.16, 0.12, 0.44, 0.25, -0.41, -0.27, -1.69, -0.37, -0.89, 0.40, -0.81, 1.02, -0.54, -0.53, -0.16, 1.95, -0.90, 0.55, -0.49, -0.52, -1.23, -0.75, 0.95, -0.61, -0.57, 2.39, -2.06, 0.36, -0.19, -0.55, -0.35, 0.23, -0.31, -0.39, -0.33, -0.44, -0.18, -0.67, 0.74, -0.56, -0.52, 0.27, 0.15, 0.22, -0.07, 0.45, -0.32, 0.26, 0.28, 0.24, 0.41, 0.43, -0.35, 0.46, 0.36, -0.28, 0.42, 0.31, 0.36, 0.43, 0.46, 0.20, 0.58, 0.72, -0.27, 0.70, 0.44, 0.32, 0.31, 0.29, 0.30, 0.16, 0.50, 0.47, 0.26, -0.65, 0.83, -0.50, -0.50, 0.21, 0.31, 0.30]
}